Record 1
C9H40O11 | the ωB97M-V functional and the def2-TZVPD basis

Calculated values
Frontier orbital gap (eV): 10.138
Lowest unoccupied orbital energy (eV): 0.130
Energy relative to the best compared isomer or geometry (same formula, charge and spin) (kcal/mol): 116.3

Cartesian coordinates (Å):
C 1.27356 7.24712 4.60433
O 0.78801 5.93373 4.71875
H 0.55515 8.04328 4.40910
H 1.98029 7.53382 5.38307
H 1.91824 7.16723 3.72905
H 0.24899 5.90379 3.92493
C -5.65581 -5.78600 3.16786
C -4.67417 -5.69453 2.03779
O -4.27639 -4.35236 1.90078
H -6.49568 -5.11833 2.97568
H -5.25563 -5.37169 4.09322
H -5.98155 -6.81104 3.34475
H -5.18657 -5.96815 1.11546
H -3.83339 -6.31844 2.34100
H -3.83794 -4.30288 2.75337
C 8.88037 3.09606 -0.68363
C 7.42257 3.35929 -1.15789
O 6.94381 4.61164 -0.60463
H 8.92868 3.08421 0.40524
H 9.71888 3.53795 -1.22189
H 9.06687 2.04103 -0.88416
H 6.73205 2.54880 -0.92466
H 7.35544 3.41502 -2.24439
H 7.23194 4.58297 0.31067
C -5.93008 -0.37857 -4.27302
C -5.27236 -1.75349 -4.65927
O -4.05136 -2.02024 -3.92738
H -6.49100 -0.36984 -3.33847
H -6.58836 -0.11103 -5.09957
H -5.12331 0.35243 -4.32658
H -5.17000 -1.79281 -5.74375
H -5.85159 -2.66294 -4.49956
H -4.26803 -2.14918 -3.00108
C 5.32226 -4.30476 0.24252
C 4.13913 -4.42886 -0.84117
O 4.53261 -5.33528 -1.78020
H 5.49275 -5.33578 0.55239
H 5.13770 -3.69336 1.12583
H 6.20487 -3.87217 -0.22862
H 3.72213 -3.50557 -1.24334
H 3.29413 -4.87513 -0.31685
H 3.80003 -5.48188 -2.38305
O -0.02412 0.68660 0.62698
H 0.45191 1.46217 0.33013
H -0.60121 0.46491 -0.10381
O -2.62636 5.25711 1.13332
H -3.05430 4.40829 1.24560
H -2.17911 5.19065 0.28965
O 0.71603 4.36455 -2.14394
H 1.02981 5.18925 -2.51494
H 0.35943 3.88524 -2.89183
O -5.80582 1.10438 2.40463
H -5.41175 0.25167 2.58858
H -6.70904 1.02239 2.71075
O -0.68775 0.84071 -5.81958
H -0.47512 0.48239 -6.68134
H -1.35274 0.24736 -5.47037
O -0.32973 -2.16015 4.94159
H 0.16508 -1.58791 5.52806
H -0.21260 -1.77352 4.07382

***

Record 2
C5H5Cl3N2O2S | the ωB97M-V functional and the def2-TZVPD basis

Calculated values
⟨S²⟩: 2.0153
Frontier orbital gap (spin up / spin down) (eV): 6.893 / 6.930
2S+1: 3
Lowest unoccupied orbital energy (spin up / spin down) (eV): -0.126 / -3.528

Cartesian coordinates (Å):
C -0.77101 0.56932 1.59404
C -0.94494 -1.32573 -0.27051
C -2.36690 0.53295 -0.16521
C 0.33939 -0.10377 1.01001
C 2.20906 -0.37086 -1.17817
N -1.90165 0.82143 1.11383
N -1.94826 -0.74835 -0.73719
O 2.36003 1.61338 0.64839
O 0.42597 1.58113 -0.91484
S 1.37574 0.88532 -0.11807
Cl -0.33206 -2.82954 -0.47005
Cl -4.11433 0.31613 -0.07324
Cl 1.44004 -1.05959 1.93568
H -0.62450 0.70403 2.67246
H -2.36613 1.23752 -0.96823
H 2.50042 -1.20167 -0.53691
H 1.54803 -0.60945 -1.89318
H 3.17109 -0.01223 -1.64881

***

Record 3
C4H12ClO4Zn | the ωB97M-V functional and the def2-TZVPD basis

Calculated values
Charge: +1
Frontier orbital gap (eV): 9.339
Lowest unoccupied orbital energy (eV): -3.332
Energy relative to the best compared isomer or geometry (same formula, charge and spin) (kcal/mol): 0.0

Cartesian coordinates (Å):
Zn 7.50617 21.05515 -9.98162
Cl 6.76780 20.16261 -12.09619
C 7.57514 21.00968 -7.11012
C 6.86346 19.71519 -7.46274
O 6.48378 19.69794 -8.88284
O 8.36850 21.49919 -8.19120
H 8.15168 20.89579 -6.19211
H 6.83064 21.80533 -7.08235
H 6.04663 19.43138 -6.79917
H 7.59574 18.91269 -7.37405
H 5.90429 18.95096 -9.04961
H 8.95445 22.11392 -7.74359
C 7.95338 23.45151 -11.24316
C 6.98507 23.79124 -10.11910
O 6.20850 22.59613 -9.84028
O 8.86508 22.41903 -10.90236
H 8.52190 24.34077 -11.51542
H 7.47216 23.14751 -12.17273
H 6.31266 24.61067 -10.37307
H 7.66889 24.12729 -9.33962
H 5.35859 22.83298 -9.46190
H 9.22805 22.09286 -11.72908